The following is a quantum chemistry calculation of the ion C11H24N3 with charge +1 at a distorted geometry, from the OMol25 dataset.

Element x y z (Å)
1 C -0.6149 -1.4576 -1.9492
2 C -0.5672 -1.2914 -0.6776
3 C -1.8476 -0.7590 -0.0461
4 C -2.5484 -1.8129 0.7907
5 C -2.3801 0.4727 -0.2330
6 N -1.7845 1.6170 -0.8751
7 N -3.5553 0.9045 0.4846
8 C 0.6651 -1.5997 0.1515
9 C 0.5008 -1.5100 1.7151
10 C 1.8367 -0.5518 -0.3309
11 C 3.1876 -1.2685 0.0850
12 C 1.6855 0.9009 0.1595
13 N 0.8701 1.6866 -0.7656
14 C 0.9149 3.1336 -0.4970
15 H -1.5240 -1.0532 -2.3215
16 H 0.2254 -1.9402 -2.4292
17 H -1.6923 -2.5182 1.1251
18 H -3.3860 -2.2847 0.2982
19 H -2.9013 -1.3047 1.7420
20 H -2.2260 2.4986 -0.3809
21 H -2.0862 1.5129 -1.8965
22 H -4.2328 1.5679 -0.1186
23 H -4.1515 0.3408 1.0914
24 H 1.1639 -2.5661 -0.1832
25 H 0.0323 -2.4100 2.0511
26 H -0.1302 -0.6013 2.0329
27 H 1.5216 -1.7549 2.1562
28 H 1.8996 -0.5046 -1.3561
29 H 3.3240 -2.2001 -0.5132
30 H 3.0979 -1.5243 1.1622
31 H 4.1461 -0.7534 0.0047
32 H 1.1805 0.9880 1.0312
33 H 2.6911 1.3565 0.1922
34 H 1.1384 1.6129 -1.7532
35 H -0.2295 1.3928 -0.8247
36 H 0.1071 3.5834 0.1269
37 H 1.7035 3.4850 0.1943
38 H 1.0032 3.8229 -1.4596

The net charge is +1. The spin multiplicity is 1. As for the energy: -597.4491 Eh. For the energy relative to the best compared isomer or geometry (same formula, charge and spin), the calculation gives 86.27 kJ/mol. The HOMO-LUMO gap is 8.8 eV.